(1)
This record from OMol25 describes a cluster of 13 separate species, C47H99NO36 in total at a distorted geometry. The level of theory is the ωB97M-V functional and the def2-TZVPD basis.

Geometry as ORCA input:
```
! wB97M-V def2-TZVPD RIJCOSX def2/J DEFGRID3
* xyz 0 1
C -9.39 -4.54 0.59
O -10.59 -4.89 1.24
C -10.49 -6.12 1.93
C -11.74 -6.42 2.73
O -12.27 -5.28 3.43
C -13.36 -5.66 4.37
C -13.65 -4.53 5.38
O -14.08 -3.34 4.81
C -13.18 -2.40 4.15
H -9.56 -3.56 0.15
H -9.21 -5.21 -0.25
H -8.50 -4.40 1.21
H -9.65 -6.08 2.61
H -10.35 -6.87 1.15
H -11.51 -7.15 3.51
H -12.48 -6.93 2.12
H -13.10 -6.55 4.93
H -14.29 -5.93 3.88
H -12.79 -4.33 6.01
H -14.45 -4.83 6.05
H -12.71 -1.72 4.87
H -13.79 -1.74 3.53
H -12.45 -2.84 3.47
C -8.69 5.95 6.06
O -8.75 4.55 6.15
C -7.87 4.04 7.19
C -8.11 2.55 7.48
O -7.79 1.65 6.44
C -7.66 0.29 6.83
C -7.12 -0.57 5.67
O -5.77 -0.40 5.38
C -4.86 -1.25 5.99
H -9.28 6.48 6.81
H -9.11 6.19 5.08
H -7.65 6.26 6.01
H -7.86 4.54 8.16
H -6.85 4.26 6.88
H -9.15 2.34 7.73
H -7.50 2.33 8.36
H -8.59 -0.17 7.15
H -6.90 0.20 7.60
H -7.75 -0.34 4.81
H -7.33 -1.62 5.88
H -3.91 -0.73 5.96
H -4.88 -2.11 5.31
H -5.01 -1.57 7.02
C -6.23 -1.57 -11.71
O -7.49 -1.08 -12.15
C -8.43 -0.58 -11.21
C -8.08 0.79 -10.64
O -6.88 0.64 -9.80
C -6.77 1.69 -8.82
C -5.73 1.46 -7.61
O -5.94 0.18 -6.94
C -5.68 -0.98 -7.75
H -5.69 -0.66 -11.47
H -5.71 -1.95 -12.58
H -6.24 -2.31 -10.90
H -8.56 -1.38 -10.48
H -9.40 -0.50 -11.69
H -9.02 1.16 -10.22
H -7.92 1.43 -11.51
H -7.75 1.79 -8.35
H -6.53 2.59 -9.38
H -5.88 2.21 -6.84
H -4.68 1.54 -7.87
H -6.65 -1.31 -8.12
H -5.22 -1.76 -7.15
H -5.05 -0.70 -8.60
C -7.54 10.20 -1.40
O -6.44 9.61 -0.61
C -5.29 9.29 -1.32
O -5.16 9.35 -2.56
O -4.32 8.89 -0.38
C -3.13 8.26 -0.87
H -7.25 11.10 -1.94
H -8.38 10.49 -0.76
H -8.09 9.50 -2.03
H -2.67 8.90 -1.62
H -3.48 7.28 -1.21
H -2.40 8.05 -0.10
C 20.30 3.16 -1.00
O 19.18 2.48 -0.43
C 18.03 2.69 -0.93
O 17.75 3.36 -1.89
O 17.20 2.08 -0.11
C 15.85 1.88 -0.45
H 20.15 3.21 -2.08
H 21.23 2.63 -0.79
H 20.25 4.20 -0.65
H 15.43 1.68 0.54
H 15.75 0.98 -1.06
H 15.24 2.71 -0.81
C 6.94 -0.46 -7.18
O 5.72 -1.05 -7.40
C 5.37 -2.24 -6.98
O 6.09 -2.98 -6.28
O 4.18 -2.55 -7.47
C 3.65 -3.78 -6.99
H 7.82 -1.09 -7.33
H 7.13 -0.01 -6.21
H 7.10 0.42 -7.80
H 4.27 -4.61 -7.35
H 2.69 -3.93 -7.49
H 3.42 -3.71 -5.93
C 11.36 8.61 3.43
O 12.07 7.83 4.29
C 12.23 6.54 4.06
O 11.89 5.94 2.98
O 12.83 6.04 5.19
C 13.54 4.81 5.18
H 10.50 8.10 3.00
H 11.96 9.08 2.66
H 11.03 9.29 4.22
H 14.12 4.57 6.07
H 14.21 4.76 4.32
H 12.87 3.95 5.08
C 6.59 -13.92 -2.81
O 5.95 -12.69 -3.08
C 6.25 -11.64 -2.33
O 7.04 -11.70 -1.37
O 5.46 -10.62 -2.73
C 5.46 -9.48 -1.94
H 7.62 -13.98 -3.14
H 5.92 -14.70 -3.18
H 6.77 -14.12 -1.75
H 6.14 -8.79 -2.45
H 5.86 -9.64 -0.94
H 4.54 -8.89 -1.86
C 5.53 -9.67 8.87
O 5.52 -8.99 7.60
C 5.12 -7.70 7.50
O 4.53 -7.09 8.47
O 5.53 -7.14 6.35
C 5.32 -5.74 6.22
H 6.49 -9.60 9.38
H 5.25 -10.72 8.77
H 4.83 -9.23 9.58
H 5.86 -5.37 5.35
H 5.72 -5.24 7.10
H 4.25 -5.54 6.12
C 5.38 8.00 -4.87
O 5.15 8.82 -6.05
C 4.05 9.53 -6.12
O 3.33 9.84 -5.14
O 3.98 9.99 -7.40
C 2.83 10.65 -7.95
H 4.83 7.06 -4.79
H 5.22 8.64 -4.00
H 6.41 7.64 -4.90
H 1.85 10.33 -7.58
H 2.84 10.40 -9.01
H 2.87 11.74 -7.94
C -1.57 3.90 4.72
O -0.54 4.82 4.78
C 0.65 4.52 5.28
O 1.10 3.39 5.50
O 1.34 5.64 5.39
C 2.69 5.59 5.90
H -1.37 3.16 3.94
H -2.58 4.31 4.63
H -1.57 3.38 5.68
H 3.16 6.57 5.79
H 3.29 5.03 5.19
H 2.80 5.23 6.92
C 4.73 1.46 0.56
O 4.00 0.32 -0.02
C 2.70 0.43 -0.41
O 2.14 1.54 -0.54
O 2.19 -0.83 -0.49
C 0.81 -1.03 -0.84
H 4.02 2.26 0.75
H 5.56 1.81 -0.06
H 5.30 1.11 1.42
H 0.66 -2.06 -1.18
H 0.42 -0.42 -1.65
H 0.28 -0.93 0.11
C 1.26 -11.62 1.63
C 0.38 -10.50 1.24
N -0.28 -9.64 0.93
H 1.95 -11.18 2.35
H 1.73 -11.96 0.71
H 0.76 -12.42 2.17
*
```

Calculated values
Kohn-Sham gap = 9.85 eV

***

(2)
This record from OMol25 describes an isolated molecule of C4H7NO2 at a distorted geometry. The level of theory is the ωB97M-V functional and the def2-TZVPD basis.

Geometry as ORCA input:
```
! wB97M-V def2-TZVPD RIJCOSX def2/J DEFGRID3
* xyz 0 1
H -2.63 1.17 1.33
N -2.08 1.63 0.61
C -0.93 1.12 0.51
C 0.16 1.52 -0.46
O 1.29 0.78 0.01
C 0.76 -0.36 0.60
C 0.51 -1.75 -0.52
O -0.42 0.08 1.26
H -0.09 1.23 -1.49
H 0.38 2.59 -0.43
H 1.37 -1.12 1.01
H 0.34 -2.78 -0.08
H 1.38 -1.88 -1.21
H -0.37 -1.47 -1.07
*
```

Calculated values
structure (SMILES) = [H]/N=C1/CO[C@H](C)O1
Kohn-Sham gap = 10.37 eV
ΔE to the lowest compared entry with this formula, charge and spin = 69.9 kcal/mol

***

(3)
This record from OMol25 describes a cluster of 5 separate species, C14H22Cl6F6O4 in total at a distorted geometry. The level of theory is the ωB97M-V functional and the def2-TZVPD basis.

Geometry as ORCA input:
```
! wB97M-V def2-TZVPD RIJCOSX def2/J DEFGRID3
* xyz -1 2
C 2.30 -0.07 2.88
C 1.63 1.01 2.09
O 2.39 1.50 0.95
C 2.36 0.89 -0.24
O 1.51 0.10 -0.60
C 3.47 1.43 -1.19
F 4.11 2.52 -0.68
F 4.37 0.53 -1.47
F 2.95 1.85 -2.30
H 1.84 -0.40 3.80
H 3.37 0.08 3.03
H 2.44 -0.97 2.29
H 1.26 1.79 2.76
H 0.67 0.54 1.89
C -5.39 -3.77 -2.28
C -3.99 -4.14 -1.76
O -3.39 -3.16 -0.97
C -2.07 -3.34 -0.64
O -1.30 -4.25 -1.08
C -1.52 -2.24 0.21
F -2.58 -1.54 0.67
F -0.75 -2.78 1.18
F -0.68 -1.53 -0.65
H -6.06 -3.75 -1.43
H -5.72 -4.47 -3.05
H -5.43 -2.78 -2.74
H -3.41 -4.42 -2.64
H -3.94 -5.00 -1.10
Cl -2.37 2.06 -3.53
C -1.03 1.78 -2.37
C -1.62 1.41 -1.03
Cl -2.48 2.82 -0.39
H -0.70 2.81 -2.24
H -0.37 1.03 -2.80
H -0.96 1.13 -0.22
H -2.34 0.59 -1.08
Cl 2.43 0.53 -6.10
C 3.76 1.60 -5.61
C 3.54 3.10 -5.92
Cl 2.52 3.89 -4.67
H 4.65 1.25 -6.14
H 3.87 1.47 -4.54
H 3.31 3.31 -6.96
H 4.52 3.55 -5.75
Cl -1.15 1.02 9.85
C -1.33 0.45 8.16
C 0.00 0.52 7.45
Cl 0.03 0.13 5.75
H -2.13 0.97 7.64
H -1.60 -0.61 8.13
H 0.76 -0.03 8.00
H 0.27 1.58 7.46
*
```

Calculated values
Kohn-Sham gap (spin up / spin down) = 2.00 / 6.80 eV
expectation value of S² = 0.753

***

(4)
This record from OMol25 describes a cluster of 6 separate species, C5H20ClN10O5 in total at a distorted geometry. The level of theory is the ωB97M-V functional and the def2-TZVPD basis.

Geometry as ORCA input:
```
! wB97M-V def2-TZVPD RIJCOSX def2/J DEFGRID3
* xyz -1 1
Cl -14.08 -20.42 6.57
C -16.03 -26.86 10.05
O -16.05 -27.56 11.02
N -16.92 -26.99 9.09
N -15.22 -25.80 10.03
H -17.54 -27.78 9.12
H -17.34 -26.11 8.83
H -15.13 -24.93 9.52
H -14.52 -25.86 10.75
C -7.42 -22.70 4.32
O -6.18 -22.87 4.43
N -8.31 -23.15 5.15
N -7.96 -22.01 3.35
H -8.12 -23.28 6.13
H -9.24 -22.85 4.90
H -8.95 -22.06 3.15
H -7.31 -21.79 2.61
C -8.08 -17.12 12.06
O -8.69 -16.24 12.60
N -8.60 -17.92 11.13
N -6.82 -17.32 12.30
H -8.01 -18.73 11.02
H -9.57 -18.18 11.08
H -6.70 -16.94 13.23
H -6.26 -18.14 12.10
C -8.14 -14.91 4.82
O -8.10 -13.67 4.65
N -7.11 -15.73 4.61
N -9.11 -15.55 5.38
H -6.24 -15.47 4.17
H -7.16 -16.73 4.58
H -9.21 -16.53 5.18
H -9.72 -14.94 5.93
C -13.07 -19.89 -0.79
O -12.83 -20.11 -1.96
N -13.23 -18.69 -0.23
N -13.29 -20.83 0.15
H -13.28 -17.90 -0.85
H -13.78 -18.84 0.60
H -13.24 -21.70 -0.37
H -13.30 -20.77 1.16
*
```

Calculated values
Kohn-Sham gap = 6.21 eV
ΔE to the lowest compared entry with this formula, charge and spin = 113.8 kcal/mol

***

(5)
This record from OMol25 describes an isolated molecule of C8H9ClO3. The level of theory is the ωB97M-V functional and the def2-TZVPD basis.

Geometry as ORCA input:
```
! wB97M-V def2-TZVPD RIJCOSX def2/J DEFGRID3
* xyz 0 1
C -2.18 -0.68 1.33
C -1.25 -1.04 0.23
C -0.44 -0.29 -0.51
C -0.18 1.18 -0.48
C 1.04 1.57 0.37
C 2.37 1.15 -0.24
Cl 3.72 1.91 0.64
C 0.26 -1.20 -1.47
O 1.06 -0.94 -2.31
O -0.23 -2.48 -1.29
C -1.10 -2.45 -0.22
O -1.60 -3.43 0.22
H -2.33 0.40 1.39
H -1.81 -1.04 2.29
H -3.15 -1.16 1.17
H -1.05 1.68 -0.05
H -0.06 1.55 -1.50
H 1.04 2.65 0.52
H 0.93 1.12 1.36
H 2.52 0.07 -0.17
H 2.44 1.43 -1.28
*
```

Calculated values
structure (SMILES) = CC1=C(CCCCl)C(=O)OC1=O
Kohn-Sham gap = 9.95 eV
ΔE to the lowest compared entry with this formula, charge and spin = 0.0 kcal/mol

***

(6)
This record from OMol25 describes a cluster of 3 separate species, C14H27IO8P in total. The level of theory is the ωB97M-V functional and the def2-TZVPD basis.

Geometry as ORCA input:
```
! wB97M-V def2-TZVPD RIJCOSX def2/J DEFGRID3
* xyz -1 1
C -4.05 0.83 -1.70
C -3.90 -0.18 -2.84
I -5.82 -1.32 -2.97
C -3.60 0.43 -4.19
P -1.75 0.85 -4.56
O -1.28 -0.81 -4.20
C -0.61 -0.94 -2.98
C -0.29 0.47 -2.48
C -0.05 0.52 -0.97
O -0.62 1.67 -0.37
O 0.18 2.79 -0.77
O -1.39 1.23 -2.86
H -3.43 0.54 -0.85
H -5.08 0.94 -1.36
H -3.65 1.79 -2.04
H -3.20 -0.96 -2.60
H -4.21 1.34 -4.29
H -3.92 -0.26 -4.96
H -1.97 0.51 -5.95
H -2.11 2.24 -4.80
H -0.37 1.20 -4.88
H 0.25 -1.60 -3.02
H -1.32 -1.36 -2.24
H 0.63 0.81 -2.97
H 1.03 0.52 -0.76
H -0.53 -0.31 -0.45
H -0.37 3.17 -1.47
O 2.77 -2.57 -0.22
C 2.08 -2.52 0.76
O 0.80 -2.08 0.73
C 0.25 -2.03 2.06
C 1.09 -3.00 2.88
C 2.45 -2.88 2.19
H 0.33 -1.01 2.42
H -0.80 -2.30 2.01
H 1.11 -2.75 3.94
H 0.72 -4.02 2.78
H 3.05 -2.06 2.59
H 3.04 -3.80 2.21
O 1.31 -0.07 5.58
C 2.10 0.58 4.97
O 3.44 0.44 5.14
C 4.14 1.42 4.34
C 3.16 1.82 3.24
C 1.82 1.66 3.95
H 4.40 2.26 4.99
H 5.05 0.97 3.97
H 3.35 2.82 2.85
H 3.23 1.11 2.41
H 1.52 2.57 4.48
H 1.02 1.36 3.28
*
```

Calculated values
Kohn-Sham gap = 6.41 eV

***

(7)
This record from OMol25 describes the ion C3H11N3 with charge +1 at a distorted geometry. The level of theory is the ωB97M-V functional and the def2-TZVPD basis.

Geometry as ORCA input:
```
! wB97M-V def2-TZVPD RIJCOSX def2/J DEFGRID3
* xyz 1 2
C 1.13 0.51 -0.27
N -0.03 -0.13 0.31
C -0.56 0.40 1.54
N -1.59 -0.47 2.10
C 1.26 0.00 -1.67
N -0.09 -0.19 -2.15
H 1.05 1.60 -0.28
H 2.01 0.44 0.39
H 0.04 -1.15 0.37
H 0.25 0.50 2.27
H -0.97 1.39 1.34
H -1.68 -0.23 3.08
H -1.20 -1.41 2.19
H 1.87 -0.88 -1.84
H 1.73 0.79 -2.28
H -0.37 -1.13 -2.40
H -0.85 0.29 -1.68
*
```

Calculated values
Kohn-Sham gap (spin up / spin down) = 11.10 / 5.88 eV
expectation value of S² = 0.758
ΔE to the lowest compared entry with this formula, charge and spin = 17.8 kcal/mol

***

Number 1: total energy -125531.1081 eV. Number 2: total energy -9844.2494 eV. Number 3: total energy -114503.1915 eV. Number 4: total energy -43174.9476 eV. Number 5: total energy -27107.5637 eV. Number 6: total energy -48723.1388 eV. Number 7: total energy -7750.6182 eV.